No. 1
Computed, not measured: a molecular structure, C9H24O2Si2 in a non-equilibrium geometry, with ωB97M-V/def2-TZVPD.

Each line ends with the Mulliken charge.
Positions of all 37 atoms, in Å:
C 2.83145 0.29661 2.08394  -0.4664
O 3.64681 -0.15379 1.00516  -0.3864
C 3.07278 -1.28202 0.34461  -0.3841
C 2.97529 -0.97278 -1.17072  -0.9356
C 1.57745 -0.45030 -1.61755  -0.5246
C 1.45560 1.11199 -1.47741  -0.7373
C 0.48869 1.51399 -0.29953  0.2249
C -0.77152 2.28593 -0.79209  -0.8921
C -2.13535 1.64203 -0.39765  -0.6615
C -2.17953 1.03519 1.04114  -0.8499
Si -2.31295 -0.86667 0.89324  0.4399
O -3.26370 -1.35027 -0.44164  -0.2156
Si -4.38776 -2.56286 0.00585  0.4005
H 3.02563 1.36858 2.21070  0.2398
H 3.08986 -0.24608 3.00558  0.2894
H 1.76280 0.18571 1.84921  0.0873
H 2.12010 -1.60927 0.78474  0.3068
H 3.78350 -2.11660 0.48266  0.3641
H 3.22574 -1.87607 -1.74774  0.3970
H 3.73931 -0.21451 -1.38605  0.4159
H 1.38688 -0.74508 -2.66028  0.3947
H 0.82681 -0.97897 -1.00965  0.2468
H 2.46467 1.47151 -1.24462  0.4477
H 1.11551 1.49929 -2.44441  0.3786
H 0.26618 0.58670 0.23568  -0.3966
H 1.07178 2.21715 0.31392  0.2638
H -0.73324 2.27776 -1.89452  0.2701
H -0.74674 3.34906 -0.51731  0.3460
H -2.42618 0.94555 -1.19335  0.3799
H -2.88351 2.45140 -0.42055  0.3058
H -1.29044 1.29113 1.63896  0.3920
H -3.04167 1.40261 1.61817  0.5279
H -2.75946 -1.51533 2.13283  -0.1844
H -0.93234 -1.33953 0.62274  -0.1122
H -3.66396 -3.76293 0.44731  -0.1136
H -5.23804 -2.84305 -1.15809  -0.1418
H -5.16046 -2.04606 1.15673  -0.1172

Forces on atoms 1 to 6 (eV/Å):
C 0.370 0.276 -0.133
O -1.177 0.037 0.388
C 1.235 -0.351 -0.838
C -0.683 -0.272 0.113
C 0.604 0.242 -0.039
C -0.394 -1.242 0.680

As for the charge: 0. Its largest force on an atom is 2.0 eV/A. The energy above the lowest of the compared OMol25 structures with the same formula, charge and spin comes out at 315.1 kJ/mol. For the energy, the calculation gives -1086.7768 Ha. Its highest occupied orbital energy is -9.46 eV.

=====

No. 2
Computed, not measured: a molecular structure, C3H9BF2IrO7P2 in a non-equilibrium geometry, with ωB97M-V/def2-TZVPD.

Each line ends with the Mulliken charge.
Positions of all 25 atoms, in Å:
Ir -0.70806 -0.58243 0.51562  0.5795
C 1.97011 3.55800 2.38109  -1.7794
C 1.22656 2.36535 1.81301  1.1021
O 0.13880 2.05209 2.67372  -0.5718
P 0.50239 2.73342 0.16401  0.8965
O 1.60176 3.46783 -0.72532  -0.5591
O -0.51497 3.94597 0.40337  -0.5843
O -0.15865 1.59748 -0.52311  -0.7596
P 2.32967 0.87960 1.65421  0.8706
O 3.09867 1.33115 0.23950  -0.5955
O 3.35438 0.78104 2.71329  -0.7756
O 1.44386 -0.29829 1.35493  -0.8069
H 1.26122 4.33860 2.65920  0.4278
H 2.67486 3.95055 1.64946  0.3410
H 2.52521 3.23501 3.26133  0.4407
H -0.17572 1.15666 2.46249  0.2059
H 2.34704 2.84304 -0.82861  0.3932
H -1.41933 3.60092 0.35671  0.3599
H 3.94952 0.86836 0.24554  0.2847
F -2.46062 -0.71760 3.08171  -0.2414
B -2.22075 -0.10687 1.89398  0.2604
F -3.13254 0.89446 1.73141  -0.2664
C -1.22642 -1.98686 -0.84836  -0.7143
H -0.52792 -2.37194 -1.59486  0.2708
H -2.21674 -2.42174 -0.98956  0.2213

Forces on atoms 1 to 6 (eV/Å):
Ir -0.020 -1.489 -2.105
C 0.018 0.006 0.084
C 0.049 -0.308 -0.445
O -0.046 0.098 0.097
P -0.391 0.447 -0.295
O 0.170 -0.215 0.171

As for the charge: -1. Its largest force on an atom is 4.1 eV/A. The energy above the lowest of the compared OMol25 structures with the same formula, charge and spin comes out at 254.9 kJ/mol. For the energy, the calculation gives -1658.3070 Ha. Its highest occupied orbital energy (spin up / spin down) is -4.07 / -4.06 eV.

=====

No. 3
Computed, not measured: a single C5H7N molecule in a non-equilibrium geometry, with ωB97M-V/def2-TZVPD.

Each line ends with the Mulliken charge.
Positions of all 13 atoms, in Å:
C -1.48489 -0.92033 1.03783  -1.0395
C -0.27501 -0.24421 0.30218  0.2884
C 0.10522 -0.59708 -0.96377  -0.3167
C 1.22402 0.47216 -1.59433  -0.6118
C 1.35107 1.24287 -0.47095  -0.2017
N 0.50876 0.86365 0.63283  -0.1116
H -1.25098 -1.38692 2.00396  0.2917
H -2.28440 -0.18743 1.21744  0.2681
H -1.95355 -1.73583 0.43934  0.2860
H -0.28024 -1.55208 -1.32965  0.3127
H 1.86301 0.68641 -2.57132  0.2573
H 2.03535 2.05412 -0.25370  0.3689
H 0.44163 1.30469 1.55015  0.2081

Forces on atoms 1 to 6 (eV/Å):
C 0.658 0.440 -0.163
C 0.425 -0.167 -1.522
C 1.484 0.792 -1.710
C -1.665 -1.488 2.193
C -0.599 -0.152 1.322
N -0.159 -0.051 -0.455

As for the charge: 0. Its largest force on an atom is 3.2 eV/A. The energy above the lowest of the compared OMol25 structures with the same formula, charge and spin comes out at 167.2 kJ/mol. For the energy, the calculation gives -249.4095 Ha. Its highest occupied orbital energy is -8.32 eV. The SMILES is Cc1ccc[nH]1.

=====

No. 4
Computed, not measured: 2 unconnected molecules or ions with the total composition C2H5O3 in a non-equilibrium geometry, with ωB97M-V/def2-TZVPD.

Each line ends with the Mulliken charge.
Positions of all 10 atoms, in Å:
O -0.88189 -0.50945 0.23655  -0.7461
C 0.27482 -0.71139 -0.23734  0.5196
O 0.57344 -0.94016 -1.47687  -0.7448
C 1.40678 -0.50339 0.72510  -0.7175
H 1.94200 0.33031 0.48366  0.2376
H 1.11002 -0.41230 1.77769  0.2675
H 2.10473 -1.54285 0.69957  0.1913
H -1.74943 1.26946 0.19014  0.3775
H -0.60071 2.14807 -0.08959  0.2674
O -1.30358 2.13661 0.49183  -0.6524

Forces on atoms 1 to 6 (eV/Å):
O 0.415 -0.611 -0.425
C -1.136 0.397 -2.522
O -0.372 0.279 2.561
C 0.898 -5.289 1.626
H 1.827 2.053 -0.920
H -0.324 -0.011 -0.350

As for the charge: -1. Its largest force on an atom is 5.6 eV/A. The energy above the lowest of the compared OMol25 structures with the same formula, charge and spin comes out at 101.2 kJ/mol. For the energy, the calculation gives -304.9690 Ha. Its highest occupied orbital energy is -4.08 eV.